[1]
C42H35N4O3PS3V | the ωB97M-V functional and the def2-TZVPD basis

Geometry as XYZ:
```
89
C42H35N4O3PS3V, DFT the ωB97M-V functional and the def2-TZVPD basis
V 0.273 0.005 0.098
S 0.883 0.344 2.487
C 2.370 0.140 1.647
N 2.235 -0.047 0.349
C 3.437 -0.287 -0.297
C 3.620 -0.536 -1.653
C 4.913 -0.725 -2.102
C 6.000 -0.669 -1.224
C 5.822 -0.430 0.126
C 4.523 -0.239 0.584
S 3.986 0.080 2.215
H 2.776 -0.585 -2.327
H 5.088 -0.923 -3.149
H 7.000 -0.820 -1.606
H 6.665 -0.396 0.801
O -1.281 0.093 -3.266
C -0.612 0.813 -2.603
O 0.144 0.211 -1.568
C -0.378 2.267 -2.713
C -0.620 2.814 -3.972
C -0.382 4.159 -4.203
C 0.089 4.958 -3.174
C 0.312 4.419 -1.915
C 0.079 3.072 -1.661
P 0.266 2.499 0.060
C -1.157 3.207 0.928
C -2.242 3.713 0.213
C -3.359 4.190 0.884
C -3.399 4.175 2.269
C -2.327 3.665 2.988
C -1.215 3.170 2.324
C 1.798 3.302 0.590
C 2.944 2.984 -0.144
C 4.159 3.563 0.174
C 4.241 4.467 1.226
C 3.104 4.801 1.943
C 1.880 4.226 1.627
H -0.978 2.170 -4.763
H -0.557 4.578 -5.183
H 0.279 6.008 -3.347
H 0.664 5.062 -1.118
H -2.222 3.748 -0.868
H -4.190 4.587 0.320
H -4.263 4.564 2.789
H -2.354 3.656 4.069
H -0.392 2.759 2.895
H 2.886 2.306 -0.987
H 5.037 3.319 -0.406
H 5.187 4.925 1.471
H 3.162 5.523 2.744
H 1.002 4.524 2.178
O -1.620 -0.051 0.623
S -2.999 -0.285 1.251
C -3.095 -2.045 1.613
C -2.220 -2.267 2.836
C -2.589 -1.154 3.814
C -2.816 0.132 3.008
H -2.832 -2.600 0.714
H -4.155 -2.214 1.828
H -1.169 -2.192 2.555
H -2.385 -3.257 3.257
H -1.808 -0.999 4.557
H -3.504 -1.411 4.349
H -1.988 0.840 3.039
H -3.721 0.672 3.285
N -0.262 -7.134 -1.038
C 0.022 -8.446 -0.724
C -0.334 -9.652 -1.326
C 0.136 -10.796 -0.721
C 0.939 -10.754 0.438
C 1.293 -9.564 1.024
C 0.822 -8.387 0.429
N 1.018 -7.078 0.798
C 0.366 -6.369 -0.088
C 0.324 -4.916 -0.035
C -0.455 -4.126 -0.883
C -0.423 -2.754 -0.749
N 0.330 -2.130 0.170
C 1.087 -2.887 0.981
C 1.105 -4.260 0.920
H -0.787 -6.819 -1.835
H -0.946 -9.693 -2.216
H -0.116 -11.758 -1.145
H 1.281 -11.684 0.866
H 1.913 -9.523 1.907
H -1.085 -4.553 -1.650
H -1.010 -2.123 -1.407
H 1.684 -2.360 1.716
H 1.718 -4.838 1.594
```

Properties
relative energy (zero: lowest compared OMol25 entry of this formula, charge and spin) = 0.00 kcal per mole
total charge = +2
gap between HOMO and LUMO (spin up / spin down) = 0.20392 / 0.22556 Eh
multiplicity = 2
<S²> = 0.765
DFT total energy = -4545.82760 a.u.
F_max = 1.65 eV Å⁻¹

And the Mulliken charges, in e, turn out to be: atom 1 (V): 0.572, atom 2 (S): -0.749, atom 3 (C): 0.614, atom 4 (N): 1.265, atom 5 (C): -0.941, atom 6 (C): -0.643, atom 7 (C): -0.837, atom 8 (C): -0.651, atom 9 (C): -0.652, atom 10 (C): 1.333, atom 11 (S): -0.218, atom 12 (H): 0.493, atom 13 (H): 0.461, atom 14 (H): 0.447, atom 15 (H): 0.487, atom 16 (O): -0.548, atom 17 (C): 0.270, atom 18 (O): 0.012, atom 19 (C): 0.693, atom 20 (C): -0.876, atom 21 (C): -0.684, atom 22 (C): -0.773, atom 23 (C): -0.399, atom 24 (C): -0.736, atom 25 (P): 3.075, atom 26 (C): 0.730, atom 27 (C): -0.758, atom 28 (C): -0.828, atom 29 (C): -0.686, atom 30 (C): -0.803, atom 31 (C): -1.022, atom 32 (C): 0.423, atom 33 (C): -0.692, atom 34 (C): -0.704, atom 35 (C): -0.697, atom 36 (C): -0.804, atom 37 (C): -0.407, atom 38 (H): 0.548, atom 39 (H): 0.447, atom 40 (H): 0.494, atom 41 (H): 0.513, atom 42 (H): 0.349, atom 43 (H): 0.492, atom 44 (H): 0.450, atom 45 (H): 0.472, atom 46 (H): 0.719, atom 47 (H): 0.505, atom 48 (H): 0.520, atom 49 (H): 0.448, atom 50 (H): 0.477, atom 51 (H): 0.443, atom 52 (O): -0.520, atom 53 (S): 0.150, atom 54 (C): -0.765, atom 55 (C): 0.104, atom 56 (C): -1.015, atom 57 (C): 0.286, atom 58 (H): 0.319, atom 59 (H): 0.529, atom 60 (H): -0.310, atom 61 (H): 0.523, atom 62 (H): 0.463, atom 63 (H): 0.307, atom 64 (H): -0.489, atom 65 (H): 0.611, atom 66 (N): 0.030, atom 67 (C): 0.768, atom 68 (C): -1.067, atom 69 (C): -0.414, atom 70 (C): -0.513, atom 71 (C): -0.785, atom 72 (C): 0.600, atom 73 (N): -0.586, atom 74 (C): -0.265, atom 75 (C): 1.189, atom 76 (C): -0.861, atom 77 (C): -0.888, atom 78 (N): 0.733, atom 79 (C): -0.546, atom 80 (C): -1.073, atom 81 (H): 0.172, atom 82 (H): 0.394, atom 83 (H): 0.400, atom 84 (H): 0.403, atom 85 (H): 0.447, atom 86 (H): 0.383, atom 87 (H): 0.553, atom 88 (H): 0.501, atom 89 (H): 0.590

[2]
C20H27AsGaN2 | the ωB97M-V functional and the def2-TZVPD basis

Geometry as XYZ:
```
51
C20H27AsGaN2, DFT the ωB97M-V functional and the def2-TZVPD basis
Ga 1.732 0.244 0.238
C 4.365 1.644 -1.665
C 3.921 0.241 -1.419
C 3.289 -0.516 -2.420
C 3.125 -1.883 -2.272
C 3.539 -2.534 -1.105
C 4.082 -1.802 -0.061
C 4.256 -0.419 -0.199
H 5.373 1.613 -2.094
H 4.449 2.224 -0.746
H 3.740 2.161 -2.391
H 3.032 -0.039 -3.357
H 2.728 -2.464 -3.095
H 3.468 -3.611 -1.031
H 4.430 -2.299 0.835
H 4.768 0.146 0.573
C -1.412 0.735 -2.083
As -1.023 -0.569 -0.684
C -1.835 0.279 0.871
C -2.068 -2.303 -1.059
C -3.422 -1.814 -1.255
C -4.352 -1.809 -0.180
C -5.677 -1.560 -0.425
C -6.104 -1.253 -1.729
C -5.188 -1.209 -2.795
C -3.862 -1.454 -2.560
H -2.479 0.951 -2.091
H -1.098 0.373 -3.060
H -0.874 1.654 -1.856
H -2.888 0.486 0.691
H -1.327 1.227 1.048
H -1.732 -0.352 1.753
H -1.927 -2.935 -0.185
H -1.613 -2.742 -1.943
H -4.019 -2.068 0.818
H -6.395 -1.600 0.383
H -7.146 -1.021 -1.908
H -5.530 -0.977 -3.795
H -3.150 -1.429 -3.376
C 0.989 2.117 5.464
N 1.214 2.118 4.020
C 1.183 3.220 3.205
C 1.436 2.787 1.942
N 1.623 1.417 1.989
C 1.482 1.053 3.266
H 0.758 3.127 5.788
H 1.876 1.773 5.992
H 0.157 1.463 5.718
H 0.983 4.211 3.575
H 1.528 3.349 1.028
H 1.595 0.049 3.643
```

Properties
total charge = +3
gap between HOMO and LUMO (spin up / spin down) = 0.17859 / 0.21305 Eh
multiplicity = 1
DFT total energy = -5047.32665 a.u.
F_max = 0.96 eV Å⁻¹

And the natural (NBO) charges, in e, turn out to be: atom 1 (Ga): 1.163, atom 2 (C): -0.674, atom 3 (C): 0.011, atom 4 (C): -0.250, atom 5 (C): -0.093, atom 6 (C): -0.190, atom 7 (C): -0.194, atom 8 (C): -0.303, atom 9 (H): 0.287, atom 10 (H): 0.234, atom 11 (H): 0.245, atom 12 (H): 0.254, atom 13 (H): 0.244, atom 14 (H): 0.260, atom 15 (H): 0.263, atom 16 (H): 0.265, atom 17 (C): -0.948, atom 18 (As): 1.067, atom 19 (C): -0.965, atom 20 (C): -0.577, atom 21 (C): -0.047, atom 22 (C): -0.098, atom 23 (C): -0.211, atom 24 (C): -0.008, atom 25 (C): -0.194, atom 26 (C): -0.148, atom 27 (H): 0.271, atom 28 (H): 0.267, atom 29 (H): 0.263, atom 30 (H): 0.273, atom 31 (H): 0.257, atom 32 (H): 0.258, atom 33 (H): 0.276, atom 34 (H): 0.277, atom 35 (H): 0.227, atom 36 (H): 0.265, atom 37 (H): 0.261, atom 38 (H): 0.267, atom 39 (H): 0.236, atom 40 (C): -0.421, atom 41 (N): -0.273, atom 42 (C): -0.017, atom 43 (C): -0.095, atom 44 (N): -0.709, atom 45 (C): 0.223, atom 46 (H): 0.253, atom 47 (H): 0.249, atom 48 (H): 0.239, atom 49 (H): 0.271, atom 50 (H): 0.247, atom 51 (H): 0.241

[3]
C5H20AgCl2N8O5 | the ωB97M-V functional and the def2-TZVPD basis

Geometry as XYZ:
```
41
C5H20AgCl2N8O5, DFT the ωB97M-V functional and the def2-TZVPD basis
Ag -0.091 0.052 0.299
Cl 2.219 -0.016 -0.986
Cl -2.288 -0.584 1.423
C 0.900 0.014 3.570
O 1.344 0.159 2.280
H 1.629 0.442 4.258
H -0.092 0.302 3.918
H 0.892 -1.044 3.830
H 2.245 -0.173 2.313
C -0.678 -1.790 -2.728
O -0.766 -1.518 -1.535
N -0.992 -2.974 -3.195
N -0.157 -1.081 -3.642
H -1.077 -3.679 -2.477
H -0.899 -3.039 -4.199
H 0.193 -0.220 -3.247
H 0.145 -1.522 -4.499
C 0.813 3.306 1.113
O 0.075 2.361 1.010
N 1.940 3.431 0.511
N 0.443 4.368 1.782
H 2.152 2.592 -0.011
H 2.591 4.189 0.652
H -0.385 4.425 2.357
H 0.998 5.183 1.562
C 0.803 -3.228 1.485
O 0.335 -2.280 0.850
N -0.026 -4.080 1.991
N 2.086 -3.517 1.712
H 0.387 -4.771 2.601
H -1.009 -3.992 1.775
H 2.760 -2.830 1.407
H 2.327 -4.162 2.451
C -1.961 1.757 -2.009
O -0.918 1.324 -1.527
N -2.308 2.984 -1.986
N -2.812 1.081 -2.722
H -3.114 3.243 -2.536
H -1.612 3.639 -1.658
H -3.528 1.527 -3.277
H -2.565 0.122 -2.919
```

Properties
relative energy (zero: lowest compared OMol25 entry of this formula, charge and spin) = 61.32 kcal per mole
total charge = 0
gap between HOMO and LUMO (spin up / spin down) = 0.32460 / 0.23874 Eh
multiplicity = 2
<S²> = 0.754
DFT total energy = -2084.17218 a.u.
F_max = 5.71 eV Å⁻¹

And the natural (NBO) charges, in e, turn out to be: atom 1 (Ag): 1.306, atom 2 (Cl): -0.781, atom 3 (Cl): -0.644, atom 4 (C): -0.250, atom 5 (O): -0.717, atom 6 (H): 0.148, atom 7 (H): 0.211, atom 8 (H): 0.149, atom 9 (H): 0.482, atom 10 (C): 0.747, atom 11 (O): -0.680, atom 12 (N): -0.839, atom 13 (N): -0.830, atom 14 (H): 0.420, atom 15 (H): 0.375, atom 16 (H): 0.443, atom 17 (H): 0.386, atom 18 (C): 0.760, atom 19 (O): -0.696, atom 20 (N): -0.830, atom 21 (N): -0.828, atom 22 (H): 0.444, atom 23 (H): 0.389, atom 24 (H): 0.414, atom 25 (H): 0.371, atom 26 (C): 0.762, atom 27 (O): -0.684, atom 28 (N): -0.814, atom 29 (N): -0.840, atom 30 (H): 0.371, atom 31 (H): 0.431, atom 32 (H): 0.415, atom 33 (H): 0.381, atom 34 (C): 0.773, atom 35 (O): -0.717, atom 36 (N): -0.798, atom 37 (N): -0.813, atom 38 (H): 0.378, atom 39 (H): 0.412, atom 40 (H): 0.379, atom 41 (H): 0.413

[4]
C4H10N | the ωB97M-V functional and the def2-TZVPD basis

Geometry as XYZ:
```
15
C4H10N, DFT the ωB97M-V functional and the def2-TZVPD basis
C -0.725 0.694 -0.923
N -0.651 1.138 0.495
C 0.029 0.013 1.305
C 0.524 -0.969 0.240
C -0.552 -0.826 -0.827
H -1.527 0.828 -1.670
H 0.067 1.196 -1.493
H 0.062 1.847 0.545
H 2.107 0.872 0.190
H -0.593 -0.350 2.124
H 0.856 0.656 1.626
H 1.409 -0.462 -0.160
H 0.760 -1.974 0.613
H -1.479 -1.230 -0.384
H -0.288 -1.433 -1.681
```

Properties
relative energy (zero: lowest compared OMol25 entry of this formula, charge and spin) = 47.01 kcal per mole
total charge = 0
gap between HOMO and LUMO (spin up / spin down) = 0.37557 / 0.29122 Eh
multiplicity = 2
<S²> = 0.751
DFT total energy = -213.00032 a.u.
F_max = 2.19 eV Å⁻¹

And the natural (NBO) charges, in e, turn out to be: atom 1 (C): -0.244, atom 2 (N): -0.615, atom 3 (C): -0.233, atom 4 (C): -0.410, atom 5 (C): -0.416, atom 6 (H): 0.201, atom 7 (H): 0.172, atom 8 (H): 0.350, atom 9 (H): -0.005, atom 10 (H): 0.199, atom 11 (H): 0.186, atom 12 (H): 0.177, atom 13 (H): 0.221, atom 14 (H): 0.200, atom 15 (H): 0.218

> multiplicity of number 4 (C4H10N)?

2